73
Properties=species:S:1:pos:R:3:forces:R:3:lowdin_charge:R:1 method="wB97M-V/def2-TZVPD" s_squared=0.75 total_charge=+1 homo_energy_ev="-6.190 / -10.623" fmax_ha_per_bohr=0.2001 spin_multiplicity=2 e_above_lowest_ev=1.825 homo_lumo_gap_ev="4.730 / 9.136"
Be 2.745 -18.201 13.473 0.239 0.145 -0.024 0.87
C 5.493 -20.686 13.648 -2.348 2.329 -2.083 -0.78
O 4.603 -19.979 13.209 -0.810 0.060 0.102 0.00
N 5.417 -21.510 14.648 -1.757 -2.110 3.492 0.18
N 6.652 -20.771 13.085 4.401 -0.379 -1.821 0.17
H 4.512 -21.455 15.092 0.452 -0.367 0.501 0.08
H 6.246 -21.843 15.119 -0.538 0.103 0.134 0.12
H 6.925 -20.191 12.305 -0.128 -0.457 0.296 0.11
H 7.103 -21.639 13.338 0.807 0.498 -0.881 0.11
C 5.089 -16.950 16.144 -1.639 -0.046 0.629 -0.79
O 4.116 -16.934 15.457 -2.437 -0.767 -2.128 0.01
N 5.596 -15.830 16.525 2.959 4.875 1.489 0.17
N 5.624 -17.977 16.770 0.944 -3.262 0.287 0.19
H 5.241 -14.954 16.169 -0.051 -0.348 0.214 0.12
H 6.462 -15.822 17.044 -0.137 0.315 -0.221 0.11
H 6.024 -17.881 17.692 -0.057 -0.261 -0.441 0.12
H 5.295 -18.853 16.391 0.017 -0.267 0.501 0.09
C -0.604 -19.903 14.149 2.503 0.477 -2.565 -0.85
O 0.536 -19.663 13.890 3.093 -0.571 -0.521 0.03
N -1.348 -20.756 13.521 -2.154 -3.669 -2.207 0.19
N -1.270 -19.198 14.957 -4.074 3.990 5.533 0.18
H -1.072 -21.026 12.588 -0.206 -0.514 0.477 0.13
H -2.202 -21.025 13.989 0.014 -0.317 -0.936 0.11
H -2.278 -19.233 14.898 0.223 0.164 0.077 0.12
H -0.892 -18.299 15.220 0.590 -0.278 -0.316 0.07
C -0.672 -17.449 11.820 0.460 0.877 4.909 -0.85
O 0.411 -17.485 12.301 3.004 0.478 0.792 0.05
N -1.741 -17.130 12.488 -4.122 1.695 3.286 0.19
N -0.946 -17.751 10.643 -0.116 -3.319 -9.737 0.18
H -2.658 -17.124 12.064 0.283 0.123 0.111 0.11
H -1.668 -16.682 13.390 0.228 -0.155 -0.230 0.12
H -1.822 -18.003 10.208 -0.268 0.482 0.737 0.13
H -0.230 -18.335 10.234 0.101 -0.069 -0.076 0.12
C 6.251 -16.860 12.745 -4.470 -1.777 0.342 -0.76
O 5.239 -17.397 13.114 -1.078 -1.791 0.508 0.01
N 7.050 -17.424 11.859 3.183 -0.399 -2.318 0.18
N 6.402 -15.620 13.085 2.999 4.143 0.265 0.19
H 7.746 -16.816 11.450 0.138 -0.265 -0.107 0.10
H 6.711 -18.116 11.206 -0.337 0.050 0.597 0.11
H 5.908 -15.211 13.865 0.139 -0.571 -0.223 0.10
H 7.283 -15.227 12.785 -0.168 0.749 0.521 0.11
C 2.792 -14.924 12.029 -0.972 0.057 0.391 -0.83
O 2.721 -15.727 12.883 -0.405 -3.642 3.354 0.06
N 1.979 -14.785 11.033 -2.961 -0.063 -3.853 0.19
N 3.624 -13.951 12.108 4.656 3.906 0.770 0.18
H 2.302 -14.213 10.266 -0.868 -0.150 0.052 0.11
H 1.036 -15.138 11.122 0.419 -0.185 -0.428 0.12
H 3.667 -13.167 11.472 -0.008 -0.186 0.446 0.12
H 4.183 -13.977 12.948 0.173 0.323 -0.535 0.11
C 2.932 -17.747 9.766 -0.751 0.585 1.711 -0.84
O 2.815 -18.367 10.757 -0.367 -3.384 3.781 0.06
N 4.068 -17.310 9.340 4.117 1.317 -2.356 0.19
N 1.911 -17.230 9.152 -3.176 1.144 -3.132 0.17
H 4.891 -17.434 9.913 -0.244 0.081 -0.459 0.11
H 4.018 -16.769 8.489 1.116 0.012 0.372 0.11
H 0.992 -17.280 9.569 0.497 0.284 -0.366 0.07
H 2.128 -16.657 8.350 -0.989 0.035 0.208 0.11
C 2.658 -20.647 16.259 2.691 1.654 -0.127 -0.83
O 3.101 -19.761 15.581 0.217 1.982 -1.061 0.03
N 1.581 -21.275 16.247 -8.617 -2.099 -2.783 0.20
N 3.324 -21.183 17.226 5.338 -1.254 4.194 0.15
H 1.443 -22.146 16.740 -0.400 0.627 -0.321 0.13
H 0.842 -20.808 15.742 -0.208 -0.795 -0.390 0.10
H 2.892 -21.938 17.739 0.806 0.665 0.555 0.12
H 4.029 -20.567 17.602 0.200 -0.788 0.420 0.12
C 0.721 -16.999 16.480 -1.035 1.302 -0.025 -0.78
O 0.859 -17.109 15.305 -0.962 -1.241 -3.506 0.05
N -0.411 -17.118 17.170 -2.344 -0.806 1.300 0.17
N 1.689 -16.470 17.178 1.425 0.585 1.743 0.19
H -0.373 -16.888 18.153 -0.549 -0.168 -0.313 0.11
H -1.249 -17.524 16.777 0.349 0.190 0.504 0.09
H 2.450 -16.473 16.514 1.534 0.074 0.946 0.09
H 1.621 -16.723 18.153 1.435 0.344 -0.062 0.11

---

12
Properties=species:S:1:pos:R:3:forces:R:3:lowdin_charge:R:1 method="wB97M-V/def2-TZVPD" total_charge=+1 homo_energy_ev=-14.420 fmax_ha_per_bohr=0.0756 e_above_lowest_ev=6.809 homo_lumo_gap_ev=9.873
C -0.098 1.089 -0.724 2.840 0.478 1.150 -0.25
C -1.094 -1.134 -0.575 -1.941 2.988 1.084 -0.03
N -0.446 0.655 -1.846 -0.808 -0.858 -2.388 0.16
N -0.230 0.257 0.346 -0.908 -2.665 1.795 -0.02
N 0.942 0.141 1.285 1.145 3.549 1.104 0.17
O -0.684 -0.802 -1.762 0.979 2.044 -1.422 -0.07
H 0.576 1.999 -0.647 -1.540 -0.719 -0.311 0.17
H -0.684 -2.082 -0.361 -0.145 -1.154 1.050 0.11
H -2.226 -0.803 -0.407 2.585 -0.881 0.493 0.18
H 0.818 0.814 2.158 -0.597 -2.178 -1.574 0.23
H 1.799 0.636 0.945 -0.518 -0.626 -0.672 0.17
H 1.328 -0.770 1.588 -1.092 0.021 -0.307 0.18

---

20
Properties=species:S:1:pos:R:3:forces:R:3:lowdin_charge:R:1 method="wB97M-V/def2-TZVPD" homo_energy_ev="-7.689 / -7.687" fmax_ha_per_bohr=0.0691 e_above_lowest_ev=6.242 homo_lumo_gap_ev="7.951 / 7.949"
C -0.928 -1.286 -1.687 -0.261 0.233 0.190 -0.05
C 1.231 -1.692 -1.217 0.438 0.085 0.171 -0.06
C -0.561 -0.446 -0.672 0.445 -0.660 -0.340 -0.19
C 0.822 -0.695 -0.383 -0.485 -0.122 -0.153 -0.14
C -1.908 0.666 1.361 0.069 0.100 0.467 -0.03
C -0.896 1.022 2.178 -0.299 -0.102 -0.126 0.04
C 1.381 1.625 0.615 -0.066 0.147 -0.056 -0.01
C -1.043 0.621 0.173 -1.145 2.240 -2.508 -0.18
C 1.294 0.123 0.760 0.140 0.001 0.013 -0.12
C 0.106 1.022 1.077 0.448 0.050 -0.103 -0.34
N 0.164 -2.035 -2.004 -0.085 -0.244 -0.263 0.01
H -1.860 -1.393 -2.204 -0.140 -0.058 -0.162 0.11
H 2.177 -2.185 -1.324 0.157 -0.109 -0.037 0.11
H -2.951 0.458 1.500 -0.216 -0.080 0.083 0.10
H -0.801 1.165 3.238 -0.066 0.071 0.263 0.10
H 1.990 2.142 1.342 0.028 -0.007 0.093 0.10
H 1.389 2.062 -0.372 0.013 0.031 -0.131 0.11
H -1.693 1.904 -1.167 1.077 -1.759 2.301 0.16
H 1.892 -0.354 1.523 -0.044 0.097 0.173 0.14
H 0.192 -2.724 -2.737 -0.007 0.087 0.125 0.15

---

12
Properties=species:S:1:pos:R:3:forces:R:3:lowdin_charge:R:1 method="wB97M-V/def2-TZVPD" smiles=[SiH3][SiH2]S[SiH3] homo_energy_ev=-9.317 fmax_ha_per_bohr=0.0473 e_above_lowest_ev=0.000 homo_lumo_gap_ev=9.517
Si -2.680 0.372 0.143 -1.532 1.311 1.356 0.41
Si -0.611 -0.549 -0.246 1.174 -0.731 1.035 0.05
S 0.859 0.634 0.793 0.291 0.626 0.488 0.10
Si 2.800 -0.047 0.069 -0.342 2.233 -0.800 0.27
H -2.556 1.758 -0.340 0.495 0.370 0.303 -0.13
H -4.030 0.248 -0.499 0.444 -1.024 -0.073 -0.12
H -3.001 0.372 1.708 0.601 -0.074 -1.612 -0.07
H -0.461 -1.858 0.428 -0.326 -0.200 -0.218 -0.10
H 0.091 -0.607 -1.492 -0.320 -0.216 -1.282 -0.12
H 3.808 0.616 1.006 -0.571 -0.896 -0.368 -0.08
H 3.129 0.482 -1.328 -0.228 0.008 0.763 -0.09
H 2.652 -1.422 -0.242 0.314 -1.406 0.410 -0.13

---

52
Properties=species:S:1:pos:R:3:forces:R:3:lowdin_charge:R:1 method="wB97M-V/def2-TZVPD" homo_energy_ev="-7.909 / -7.910" fmax_ha_per_bohr=0.0693 e_above_lowest_ev=1.475 homo_lumo_gap_ev="6.024 / 6.027"
Au 0.798 -1.135 -0.423 -0.618 3.014 -1.795 1.21
Cl 7.155 -1.787 -4.061 0.187 -0.036 -0.185 0.66
C 5.863 -1.638 -2.923 -0.185 -0.012 0.011 -0.68
C 6.049 -0.841 -1.781 -0.102 -0.238 -0.117 -0.09
C 5.054 -0.741 -0.854 -0.273 0.015 0.143 0.00
C 3.789 -1.386 -1.013 0.961 -0.078 -1.192 -0.36
O 2.938 -1.284 -0.069 -1.413 0.259 0.697 -0.14
C 3.598 -2.129 -2.229 0.490 0.602 0.823 -0.13
C 2.350 -2.696 -2.600 -0.644 -0.638 -0.605 -0.20
O 1.236 -2.582 -2.083 0.445 -0.752 -0.057 -0.07
C 4.671 -2.268 -3.140 -0.071 0.135 0.143 -0.07
H 6.987 -0.320 -1.655 0.051 0.004 0.081 0.11
H 5.191 -0.161 0.048 0.010 0.064 0.022 0.12
H 2.387 -3.313 -3.516 0.054 0.087 -0.044 0.13
H 4.527 -2.865 -4.029 -0.011 -0.034 -0.094 0.11
N 0.968 -0.282 1.806 0.596 -0.219 1.048 0.05
C -0.242 0.327 2.127 -0.405 0.449 0.068 -0.28
C -1.011 -0.156 3.183 0.076 0.177 -0.099 -0.03
C -2.254 0.379 3.441 0.095 0.157 -0.072 -0.09
C -2.748 1.398 2.638 -0.059 0.201 0.111 -0.08
C -1.985 1.895 1.598 -0.015 -0.131 0.140 -0.03
C -0.722 1.374 1.323 -0.105 -0.516 0.465 -0.14
C 0.074 1.878 0.196 -0.061 -0.241 0.206 -0.18
C 0.078 3.257 -0.052 0.216 -0.213 -0.122 -0.02
C 0.783 3.792 -1.110 -0.021 0.101 -0.135 -0.07
C 1.493 2.963 -1.960 -0.053 -0.049 0.135 -0.07
C 1.518 1.595 -1.717 0.307 -0.638 -0.222 -0.08
C 0.829 1.072 -0.648 -0.212 -0.951 0.146 -0.05
H 1.205 -1.067 2.398 0.133 0.226 0.071 0.11
H 1.755 0.323 1.608 0.001 -0.046 0.200 0.10
H -0.629 -0.971 3.778 0.061 -0.096 0.088 0.12
H -2.842 -0.001 4.263 -0.083 -0.051 0.044 0.11
H -3.738 1.791 2.818 -0.083 0.072 -0.007 0.11
H -2.390 2.666 0.957 -0.019 0.052 -0.041 0.12
H -0.472 3.901 0.617 -0.048 0.027 0.082 0.12
H 0.771 4.861 -1.270 0.006 0.047 -0.053 0.11
H 2.022 3.362 -2.813 0.083 0.007 -0.022 0.11
H 2.077 0.943 -2.374 0.043 -0.039 -0.073 0.11
I -7.590 0.692 1.758 0.385 -0.262 -0.108 0.82
C -5.753 -0.168 1.145 -0.443 0.181 0.174 -0.71
C -5.211 0.225 -0.066 -0.120 0.089 -0.093 -0.15
C -3.962 -0.239 -0.429 0.157 -0.151 0.073 -0.01
C -3.265 -1.106 0.408 -0.163 0.099 -0.113 -0.13
C -3.854 -1.542 1.589 0.162 -0.067 -0.230 -0.03
C -5.098 -1.067 1.967 -0.082 -0.038 0.004 -0.15
C -1.834 -1.410 0.108 -0.196 -0.545 1.171 -0.62
O -1.139 -2.086 0.877 -0.496 -0.590 0.158 -0.02
O -1.337 -0.831 -0.904 1.514 0.473 -0.894 -0.05
H -5.750 0.897 -0.715 -0.038 0.103 -0.030 0.09
H -3.497 0.087 -1.348 -0.006 0.039 -0.026 0.12
H -3.310 -2.222 2.227 0.079 -0.039 0.037 0.12
H -5.531 -1.381 2.903 -0.088 -0.011 0.085 0.10